DFT (ωB97M-V/def2-TZVPD) results for a 11-piece molecular cluster, C19H60O11 overall in a non-equilibrium geometry.

Cartesian coordinates (Å):
O 2.27259 -2.09016 2.27473
O 0.15590 -1.39062 0.59860
O -2.67805 3.25477 2.31869
O 0.14557 0.39609 5.39625
O 4.85098 1.47458 -5.20090
O -0.77949 -3.30991 -1.07271
O 1.37433 -4.78684 -2.14847
O -2.30034 3.42247 -2.42763
O -2.21080 -3.84711 3.46726
O -3.34771 0.92679 -3.97983
O 2.32882 4.10971 1.41609
C -2.03498 3.77182 4.43646
C 3.18133 2.43880 -3.85763
C 2.77384 -3.65952 -0.66772
C -4.18583 0.15810 -3.14995
C 2.83043 0.21826 -5.10492
C -1.24017 -3.36991 2.62024
C 0.92887 3.75672 1.54781
C -0.05488 -0.04385 0.43045
C 0.52654 0.36974 -0.96202
C -2.38736 2.60312 3.49532
C -3.51562 1.70000 3.95156
C -2.88657 3.78459 -1.19978
C 2.42096 -3.89386 -2.13108
C 0.59905 -0.73919 4.74823
C 2.02128 -2.63202 -2.94594
C -1.87348 -4.24359 -1.19674
C 3.83387 1.11024 -4.29265
C 3.13887 -1.01709 1.93170
C -1.54696 0.19055 0.43661
H -3.31979 1.21492 4.90783
H 0.42751 0.50501 1.23925
H 3.14700 -4.55644 -0.17335
H -2.92412 1.59355 -3.43430
H 3.63490 -3.00902 -0.51431
H -3.60119 4.59092 -1.36486
H -1.21153 4.39319 4.08443
H 2.88185 -1.96552 -2.88850
H -1.93918 -0.01555 1.43250
H -0.47511 0.08912 6.06118
H -1.71055 -3.01141 1.70464
H 2.67002 -0.12732 2.35193
H -4.44816 2.25674 4.04377
H 1.83832 -3.41899 -0.16270
H 1.86865 -2.73949 -4.01984
H -3.60697 -0.56706 -2.57797
H 1.09388 -0.47309 3.81420
H 0.70065 2.85026 0.98715
H 1.47430 -1.95573 1.75872
H 0.34332 4.53087 1.05191
H 1.64970 -5.56899 -1.66471
H -0.19348 0.25543 -1.77233
H -2.96318 -3.91577 2.87496
H 2.34944 2.20793 -3.19222
H -2.54797 -4.07613 -2.03645
H -2.86913 4.44974 4.61734
H -0.04489 -3.72270 -1.53268
H -4.83089 0.72883 -2.48191
H -3.41767 3.83994 2.49799
H 3.85223 3.04432 -3.24826
H -2.07291 -0.44147 -0.27895
H -4.81107 -0.49103 -3.76297
H -2.51550 -4.31395 -0.31869
H -1.89523 4.19818 -2.82228
H 3.31838 -0.73617 -5.30256
H 2.66332 0.70328 -6.06665
H 1.32144 -0.30747 -1.27444
H -0.32928 -1.87993 -0.06981
H -0.26777 -1.39774 4.69313
H -2.11554 3.99098 -0.45748
H 5.51268 1.96335 -4.70608
H 2.74501 2.98501 -4.69392
H 1.16993 -2.11059 -2.50844
H 1.91540 -0.02115 -4.56316
H 2.34927 5.03717 1.66307
H -3.59841 0.96931 3.14698
H -0.44921 -4.09944 2.44622
H -1.50314 1.97820 3.36992
H 0.60723 3.77981 2.58902
H -0.82213 -2.47072 3.07278
H -1.71315 1.22055 0.12106
H 3.15369 -0.85201 0.85437
H 3.29569 -4.29986 -2.63912
H 0.88945 1.39505 -0.89029
H -1.53899 -5.26726 -1.36506
H 4.22411 0.53357 -3.45405
H 1.29528 -1.26346 5.40284
H -1.72947 3.40040 5.41463
H -3.43337 2.87199 -0.96256
H 4.16559 -1.16457 2.26664

energy above the lowest of the compared OMol25 structures with the same formula, charge and spin	4.354	eV
orbital gap	10.11	eV
calculated total energy	-1587.35704	Eh
LUMO	0.0170	Ha
total charge	0
HOMO	-9.64	eV
SMILES	CC(C)O.CC(C)O.CC(C)O.CC(C)O.CO.CO.CO.CO.CO.CO.CO